## w
This record from the OMol25 dataset describes a 2-piece molecular cluster, C3H8N3O overall. The level of theory is the ωB97M-V functional and the def2-TZVPD basis.

```
15
Properties=species:S:1:pos:R:3
C -1.5916 2.0447 0.1042
C -2.0896 0.0758 -0.6638
C 3.3582 -2.2042 1.2721
N -2.5330 1.2124 -0.0195
N -0.4053 1.6095 -0.5104
N -0.5058 0.1824 -0.7558
O 0.2339 -0.5548 0.0286
H -1.6641 3.1718 0.4231
H -2.3852 -0.9441 -0.4668
H -2.3810 0.1733 -1.7703
H 3.8705 -1.5992 1.9001
H 3.7094 -3.2755 1.1155
H 2.2867 -2.0798 1.2456
H 0.4173 1.9767 -0.0532
H -0.3204 0.2110 -1.8494
```

As for the spin multiplicity: 1. As for the HOMO energy (alpha / beta): -0.5378 / -0.4525 Ha. Its net charge is +1.

=====

## x
This record from the OMol25 dataset describes a 2-piece molecular cluster, C3H8N3O overall. The level of theory is the ωB97M-V functional and the def2-TZVPD basis.

```
15
Properties=species:S:1:pos:R:3
C -2.0891 0.0645 0.1874
C 2.7529 0.6523 -0.2872
C 2.0301 -0.5087 0.3562
N -3.4232 0.2132 0.0728
N -1.5068 -0.8896 0.7213
N 1.3585 0.4881 -0.2744
O -1.4474 1.0487 -0.4554
H 2.9342 1.5447 0.3502
H 3.1693 1.0142 -1.2717
H 2.1492 -1.5706 0.0028
H 2.0448 -0.4198 1.3790
H -4.3389 -0.2787 0.0688
H -3.7137 1.0758 -0.4036
H -2.1122 -1.6385 1.0448
H -0.4990 0.9707 -0.4355
```

As for the spin multiplicity: 1. As for the HOMO energy (alpha / beta): -0.5032 / -0.4820 Ha. Its net charge is +1.

=====

## y
This record from the OMol25 dataset describes a 2-piece molecular cluster, C3H8N3O overall. The level of theory is the ωB97M-V functional and the def2-TZVPD basis.

```
15
Properties=species:S:1:pos:R:3
C -0.7048 -1.9628 -0.7720
C 0.8474 -1.2791 0.5946
C -0.2285 2.2168 0.5722
N 0.2136 -2.3434 -0.0059
N -0.7352 -0.5234 -0.9447
N 0.2141 -0.0515 -0.0266
O -0.1973 0.8541 0.9243
H -1.4594 -2.4301 -1.3409
H 0.6331 -1.3534 1.5785
H 1.8502 -1.4065 0.4309
H -0.9563 2.3737 -0.1019
H 0.6363 2.3913 0.0209
H -0.2948 2.8161 1.6251
H -1.0298 -0.0931 -1.8266
H 1.2113 0.7912 -0.7279
```

As for the spin multiplicity: 1. As for the HOMO energy: -0.5400 Ha. Its net charge is +1.

=====

The structure with the least stability is w.

=====

## w
This record from the OMol25 dataset describes a 2-piece molecular cluster, C9H14 overall. The level of theory is the ωB97M-V functional and the def2-TZVPD basis.

```
23
Properties=species:S:1:pos:R:3
C -1.0752 2.2534 -0.7061
C -0.0108 0.8742 1.1275
C 0.0872 1.5440 -0.0514
C 0.8317 -0.1432 1.3279
C 1.8302 -0.4865 0.4262
C 1.2491 1.5008 -0.7813
C 2.0926 0.4747 -0.5270
H -0.7198 1.2386 1.9806
H 0.5153 -0.9511 2.1591
H -0.8218 3.3222 -1.1875
H -1.7931 2.5098 0.1330
H 2.2040 -1.4630 0.5477
H 1.3596 2.0529 -1.6791
H 3.0480 0.5358 -1.0479
H -1.5772 1.7217 -1.5236
C -1.3737 -3.0206 0.0407
C -2.2169 -1.9441 -0.5547
H -1.8766 -3.8200 0.5883
H -0.8214 -3.7480 -0.6660
H -0.5393 -2.7191 0.7662
H -1.6914 -1.1341 -1.0681
H -2.7498 -1.4352 0.2831
H -3.0213 -2.4266 -1.0965
```

As for the spin multiplicity: 2. As for the HOMO energy (alpha / beta): 0.0350 / -0.1384 Ha. Its net charge is -1.

=====

## x
This record from the OMol25 dataset describes a 2-piece molecular cluster, C9H14 overall. The level of theory is the ωB97M-V functional and the def2-TZVPD basis.

```
23
Properties=species:S:1:pos:R:3
C 2.7123 1.5037 -1.6879
C 1.4411 0.9904 -2.3507
H 3.6200 1.4630 -2.3019
H 2.6188 2.5486 -1.3720
H 2.9726 1.0331 -0.7179
H 0.6955 1.7492 -2.1755
H 1.1759 -0.0082 -1.9410
H 1.5417 0.9018 -3.4370
C -0.7430 -2.6431 1.7619
C -1.7763 -0.9646 0.2491
C -0.7053 -1.2212 1.2242
C -1.7283 0.2367 -0.4165
C -0.8052 1.2362 -0.1793
C 0.2807 -0.2592 1.4519
C 0.1873 0.9548 0.7845
H -2.6706 -1.5625 0.1024
H -2.5906 0.3907 -1.0860
H -1.7268 -3.0615 1.9744
H -0.0668 -2.7613 2.6110
H -0.8344 2.1590 -0.7394
H 1.0691 -0.3919 2.2029
H 0.8162 1.8017 1.1293
H -0.3276 -3.3830 1.0687
```

As for the spin multiplicity: 2. As for the HOMO energy (alpha / beta): 0.0353 / -0.1193 Ha. Its net charge is -1.

=====

The structure with the least stability is w.

=====

## w
This record from the OMol25 dataset describes a 2-piece molecular cluster, C4H10O overall. The level of theory is the ωB97M-V functional and the def2-TZVPD basis.

```
15
Properties=species:S:1:pos:R:3
C 1.5119 -0.3981 0.0223
C 0.6445 0.1937 0.8469
C 0.9078 1.4620 1.5949
O -0.5867 -0.2982 1.1639
H 2.5246 -0.0190 -0.0496
H 1.2799 -1.3111 -0.5223
H 1.8705 1.8869 1.3063
H 0.1227 2.2047 1.4079
H 0.9042 1.2469 2.6670
H -0.7272 -1.1164 0.6691
C -1.6925 -0.7712 -1.8139
H -1.9572 -0.0120 -1.0726
H -0.6733 -0.5630 -2.1447
H -1.7571 -1.7893 -1.4100
H -2.3721 -0.7158 -2.6652
```

As for the spin multiplicity: 1. As for the HOMO energy: -0.3255 Ha. Its net charge is 0.

=====

## x
This record from the OMol25 dataset describes a 2-piece molecular cluster, C4H10O overall. The level of theory is the ωB97M-V functional and the def2-TZVPD basis.

```
15
Properties=species:S:1:pos:R:3
C 2.0320 -1.2044 -1.1165
C 2.2269 -0.3227 -0.1412
C 1.2560 0.7655 0.1773
H 2.6662 -2.0595 -1.2927
H 1.1751 -1.1050 -1.7715
H 3.1842 -0.3499 0.3636
H 1.5798 1.7765 -0.0663
H 0.2796 0.5628 -0.2708
H 1.0457 0.7597 1.2557
C -2.6674 0.0538 0.8120
O -2.6905 0.1931 -0.6168
H -3.0097 0.9739 1.2862
H -3.3437 -0.7572 1.0516
H -1.6641 -0.1900 1.1599
H -2.0701 0.9033 -0.8305
```

As for the spin multiplicity: 1. As for the HOMO energy: -0.3564 Ha. Its net charge is 0.

=====

## y
This record from the OMol25 dataset describes a 2-piece molecular cluster, C4H10O overall. The level of theory is the ωB97M-V functional and the def2-TZVPD basis.

```
15
Properties=species:S:1:pos:R:3
C -1.1455 -1.3511 0.0456
C -0.4234 -0.4581 0.7203
C 1.0602 -0.2602 0.5580
C 1.5072 1.2031 0.5994
H -0.6886 -1.9862 -0.7127
H -2.2130 -1.4781 0.2035
H -0.9201 0.1679 1.4647
H 1.3891 -0.7283 -0.3791
H 1.5606 -0.8079 1.3675
H 1.1212 1.7712 -0.2545
H 1.1561 1.6975 1.5124
H 2.6006 1.2717 0.5877
O -1.9904 0.5273 -2.0260
H -1.5892 0.4925 -1.1473
H -1.4250 -0.0613 -2.5394
```

As for the spin multiplicity: 1. As for the HOMO energy: -0.3647 Ha. Its net charge is 0.

=====

The structure with the least stability is x.